[1]
C7H11CeI2N2O5S | ωB97M-V/def2-TZVPD

Properties
LUMO energy (alpha / beta): 4.58 / 4.58 eV
gap between HOMO and LUMO (alpha / beta): 3.220 / 3.228 eV

```
! RIJCOSX wB97M-V def2-TZVPD def2/J DEFGRID3
* xyz -2 2
C 0.54 0.93 -2.53
I -1.49 4.78 -0.07
H -0.48 0.76 -2.88
H 1.23 0.57 -3.28
H 0.65 2.01 -2.48
C 0.17 -2.63 0.61
C 0.22 -0.68 -0.48
N 0.68 -1.36 0.61
H -1.19 -3.60 -0.81
I -3.41 0.57 0.34
N -0.65 -1.53 -1.12
H 0.48 -3.35 1.34
Ce -0.87 2.14 0.70
C 0.93 0.38 -1.22
O 1.89 0.91 -0.63
C -0.66 -2.74 -0.45
C -1.55 -1.32 -2.22
H -2.57 -1.09 -1.86
H -1.57 -2.23 -2.82
H -1.23 -0.51 -2.86
C 1.61 -0.98 1.66
H 2.55 -1.53 1.52
H 1.19 -1.30 2.62
H 1.77 0.11 1.69
O 1.28 2.02 1.81
S 0.40 2.35 3.05
O 1.11 2.57 4.28
O -0.39 3.54 2.51
O -0.65 1.23 2.98
*
```

Atom-resolved charges from Löwdin, all expressed in e: number 1, C, carries -0.074; number 2, I, carries 0.259; number 3, H, carries 0.041; number 4, H, carries 0.072; number 5, H, carries 0.074; number 6, C, carries -0.106; number 7, C, carries -0.258; number 8, N, carries -0.094; number 9, H, carries 0.085; number 10, I, carries 0.156; number 11, N, carries -0.127; number 12, H, carries 0.090; number 13, Ce, carries -0.056; number 14, C, carries -0.575; number 15, O, carries -0.107; number 16, C, carries -0.105; number 17, C, carries -0.094; number 18, H, carries 0.001; number 19, H, carries 0.075; number 20, H, carries 0.038; number 21, C, carries -0.049; number 22, H, carries 0.077; number 23, H, carries 0.085; number 24, H, carries 0.057; number 25, O, carries -0.477; number 26, S, carries 0.353; number 27, O, carries -0.304; number 28, O, carries -0.577; number 29, O, carries -0.459

[2]
C10H24CoN3O8P2 | ωB97M-V/def2-TZVPD

Properties
LUMO energy (alpha / beta): -2.04 / -2.08 eV
gap between HOMO and LUMO (alpha / beta): 10.150 / 10.073 eV

```
! RIJCOSX wB97M-V def2-TZVPD def2/J DEFGRID3
* xyz 1 2
Co 0.35 0.45 -0.01
N -2.63 -3.05 -1.91
C -2.05 -1.66 -1.74
C -2.86 -0.65 -2.54
P -2.25 -1.30 0.06
O -1.44 -2.56 0.68
O -3.68 -1.39 0.39
O -1.47 -0.03 0.34
P -0.28 -1.81 -2.24
O -0.29 -1.45 -3.81
O 0.07 -3.24 -2.03
O 0.47 -0.68 -1.57
H -3.36 -3.22 -1.22
H -1.82 -3.70 -1.78
H -3.02 -3.17 -2.84
H -3.88 -0.59 -2.17
H -2.84 -0.89 -3.60
H -2.41 0.34 -2.43
H -1.90 -2.91 1.46
H 0.02 -2.20 -4.33
C 2.04 1.87 -1.94
O 2.09 1.27 -0.64
C 3.19 0.36 -0.49
C 3.09 -0.20 0.90
O 1.82 -0.82 1.07
C 1.85 -2.23 0.76
H 2.97 2.39 -2.13
H 1.21 2.58 -1.94
H 1.86 1.10 -2.70
H 4.12 0.91 -0.64
H 3.10 -0.42 -1.25
H 3.15 0.60 1.64
H 3.90 -0.91 1.09
H 2.49 -2.74 1.48
H 2.21 -2.40 -0.26
H 0.83 -2.59 0.83
C -1.50 3.33 4.15
N -0.58 2.90 3.11
C 0.63 3.47 2.80
C 1.13 2.77 1.75
N 0.23 1.78 1.41
C -0.79 1.89 2.25
H -0.97 3.99 4.83
H -1.86 2.47 4.70
H -2.34 3.87 3.71
H 1.02 4.31 3.35
H 2.05 2.91 1.21
H -1.67 1.27 2.24
*
```

Atom-resolved charges from Löwdin, all expressed in e: number 1, Co, carries 0.638; number 2, N, carries 0.183; number 3, C, carries -0.497; number 4, C, carries -0.065; number 5, P, carries 0.336; number 6, O, carries -0.133; number 7, O, carries -0.262; number 8, O, carries -0.320; number 9, P, carries 0.353; number 10, O, carries -0.112; number 11, O, carries -0.283; number 12, O, carries -0.304; number 13, H, carries 0.153; number 14, H, carries 0.132; number 15, H, carries 0.169; number 16, H, carries 0.091; number 17, H, carries 0.086; number 18, H, carries 0.096; number 19, H, carries 0.100; number 20, H, carries 0.092; number 21, C, carries -0.033; number 22, O, carries -0.297; number 23, C, carries -0.147; number 24, C, carries -0.160; number 25, O, carries -0.228; number 26, C, carries -0.049; number 27, H, carries 0.104; number 28, H, carries 0.105; number 29, H, carries 0.094; number 30, H, carries 0.144; number 31, H, carries 0.134; number 32, H, carries 0.130; number 33, H, carries 0.140; number 34, H, carries 0.103; number 35, H, carries 0.091; number 36, H, carries 0.070; number 37, C, carries 0.011; number 38, N, carries -0.109; number 39, C, carries -0.033; number 40, C, carries -0.091; number 41, N, carries 0.000; number 42, C, carries -0.104; number 43, H, carries 0.096; number 44, H, carries 0.100; number 45, H, carries 0.101; number 46, H, carries 0.128; number 47, H, carries 0.109; number 48, H, carries 0.140